ORCA calculation (ωB97M-V/def2-TZVPD) on a 2-piece molecular cluster, C6H14N2O2 overall in a non-equilibrium geometry.

Positions of all 24 atoms, in Å:
O  -0.7341  1.1618  -1.0571
H  -3.0976  -2.2471  -2.4241
C  2.2181  2.0683  2.6551
N  1.5272  0.8157  2.1796
H  1.7629  2.9572  2.1870
H  -1.4926  -0.4680  -0.0165
C  0.2998  0.5330  2.5273
H  -2.4975  -0.5647  -3.9678
H  -1.3683  0.7368  -3.4776
N  -1.6144  -0.7268  -2.0244
C  -2.1807  -2.0676  -1.8378
H  -1.4669  -2.8832  -2.0425
H  -2.4391  -2.0870  -0.7657
H  -0.7314  -0.8654  -3.9637
H  -0.1398  -0.2775  1.8968
H  3.1346  0.3639  0.8867
H  2.0522  2.1204  3.7443
C  2.2658  -0.1047  1.3788
O  -0.2662  1.2035  3.3860
H  2.6307  -0.8785  2.0748
H  3.3041  2.0869  2.4633
C  -1.2575  0.0628  -0.9709
C  -1.5535  -0.3498  -3.4393
H  1.6441  -0.5900  0.6076

Summary:
Electronic energy (eV): -13523.610
Kohn-Sham gap (eV): 9.67
SMILES: CN(C)C=O.CN(C)C=O
HOMO level (eV): -9.02
M (g/mol): 146.2
Spin multiplicity: 1